The following is a DFT calculation (ωB97M-V with the def2-TZVPD basis set) of an isolated ion of composition C2H3O3S and charge -1 in a non-equilibrium geometry.

ORCA input file:
```
! wB97M-V def2-TZVPD RIJCOSX def2/J DEFGRID3
* xyz -1 1
C 1.628 0.771 0.017
C -1.220 -0.154 -0.099
O 2.158 1.269 -0.933
O 1.433 0.966 1.211
O 0.438 -2.073 0.506
S 0.345 -0.976 -0.595
H -2.071 -0.872 0.012
H -1.564 0.572 -0.972
H -1.147 0.497 0.853
*
```

Computed properties:
Orbital gap ... 0.2587 hartree
E_tot ... -19101.0809 eV
F_max ... 2.8 eV/A
HOMO ... -3.21 eV

---

The following is a DFT calculation (ωB97M-V with the def2-TZVPD basis set) of a 2-piece molecular cluster, C2H3O3S overall in a non-equilibrium geometry.

ORCA input file:
```
! wB97M-V def2-TZVPD RIJCOSX def2/J DEFGRID3
* xyz -1 1
C -1.432 1.964 -1.382
C 0.777 -0.655 0.529
O -1.396 2.641 -0.443
O -1.306 1.498 -2.444
O 1.055 -1.294 1.757
S -0.970 -0.696 0.054
H 1.354 0.278 0.518
H 1.149 -1.439 -0.259
H 0.768 -2.298 1.670
*
```

Computed properties:
Orbital gap ... 0.2252 hartree
E_tot ... -19101.2751 eV
F_max ... 3.9 eV/A
HOMO ... -2.48 eV

---

The following is a DFT calculation (ωB97M-V with the def2-TZVPD basis set) of C2H3O3Sn as an isolated structure in a non-equilibrium geometry.

ORCA input file:
```
! wB97M-V def2-TZVPD RIJCOSX def2/J DEFGRID3
* xyz 1 1
O 1.175 0.631 1.017
C 1.718 1.711 1.173
H 2.461 1.840 1.976
H 1.482 2.571 0.523
O -2.447 -1.271 -2.061
C -1.563 -0.812 -1.375
O -1.044 -1.847 -0.487
Sn -0.165 -0.147 -0.047
H -1.617 -2.674 -0.717
*
```

Computed properties:
Orbital gap (spin up / spin down) ... 0.2240 / 0.2260 hartree
E_tot ... -14082.7163 eV
F_max ... 8.1 eV/A
HOMO (spin up / spin down) ... -12.35 / -12.39 eV

---

The following is a DFT calculation (ωB97M-V with the def2-TZVPD basis set) of a 2-piece molecular cluster, C2H3O4P overall in a non-equilibrium geometry.

ORCA input file:
```
! wB97M-V def2-TZVPD RIJCOSX def2/J DEFGRID3
* xyz -2 1
C -1.101 -1.317 -0.174
C -1.311 -0.011 0.041
O 0.099 -1.747 -0.660
O 2.335 1.264 1.529
O -2.073 -2.175 -0.070
O 2.475 2.011 -0.902
P 1.703 2.049 0.432
H -0.666 0.789 -0.119
H -2.187 0.215 0.478
H 0.727 -1.079 -0.555
*
```

Computed properties:
Orbital gap ... 0.2244 hartree
E_tot ... -19601.4911 eV
F_max ... 3.5 eV/A
HOMO ... 0.92 eV

---

The following is a DFT calculation (ωB97M-V with the def2-TZVPD basis set) of an isolated ion of composition C2H3O5P and charge -2 in a non-equilibrium geometry.

ORCA input file:
```
! wB97M-V def2-TZVPD RIJCOSX def2/J DEFGRID3
* xyz -2 1
C -0.180 0.344 -0.145
P 1.400 1.337 -0.022
O 1.434 2.169 -1.249
O 1.442 1.927 1.331
O 2.657 0.384 -0.330
C 3.197 -0.793 0.282
O 2.528 -1.678 0.852
O 4.394 -0.853 0.074
H 0.090 -0.259 -0.945
H -0.475 -0.276 0.671
H -0.991 1.032 -0.349
*
```

Computed properties:
Orbital gap ... 0.2794 hartree
E_tot ... -21651.6103 eV
F_max ... 2.5 eV/A
HOMO ... -0.51 eV
SMILES string ... C[P@@](=O)([O-])OC(=O)[O-]

---

The following is a DFT calculation (ωB97M-V with the def2-TZVPD basis set) of C2H3O6P as an isolated structure in a non-equilibrium geometry.

ORCA input file:
```
! wB97M-V def2-TZVPD RIJCOSX def2/J DEFGRID3
* xyz -2 1
C 1.444 -0.059 0.700
C 2.348 0.578 -0.870
O -1.814 -1.262 -0.961
O -3.193 0.804 -0.271
O -1.635 -0.190 1.415
O 1.863 -0.683 -0.538
O 2.134 1.101 0.343
O -0.631 0.921 -0.633
P -1.856 0.186 -0.048
H 0.295 0.124 0.583
H 2.020 -0.489 1.570
H -0.975 -1.029 -1.292
*
```

Computed properties:
Orbital gap ... 0.2231 hartree
E_tot ... -23695.6196 eV
F_max ... 2.4 eV/A
HOMO ... 0.31 eV

---

The following is a DFT calculation (ωB97M-V with the def2-TZVPD basis set) of one molecule with the formula C2H3OP in a non-equilibrium geometry.

ORCA input file:
```
! wB97M-V def2-TZVPD RIJCOSX def2/J DEFGRID3
* xyz 0 1
O -1.288 -1.542 -0.128
C -0.663 -0.544 -0.224
C 0.717 -0.121 -0.231
P -0.728 1.263 -0.308
H 1.265 -0.171 0.679
H 1.384 -0.285 -0.990
H -0.687 1.400 1.202
*
```

Computed properties:
Orbital gap ... 0.3490 hartree
E_tot ... -13456.5168 eV
F_max ... 2.7 eV/A
HOMO ... -9.21 eV
SMILES string ... O=C1CP1

---

The following is a DFT calculation (ωB97M-V with the def2-TZVPD basis set) of one molecule with the formula C2H3OPS in a non-equilibrium geometry.

ORCA input file:
```
! wB97M-V def2-TZVPD RIJCOSX def2/J DEFGRID3
* xyz 0 1
C -0.021 0.200 0.197
C -1.346 0.880 0.313
O -1.545 2.056 -0.154
P -3.105 0.206 0.709
S -3.383 -0.797 -0.923
H 0.477 -0.041 1.115
H -0.285 -0.736 -0.331
H 0.616 0.883 -0.438
*
```

Computed properties:
Orbital gap ... 0.2708 hartree
E_tot ... -24292.9921 eV
F_max ... 4.5 eV/A
HOMO ... -8.86 eV
SMILES string ... CC(=O)P=S

---

Record-wise ΔE to the lowest compared entry with this formula, charge and spin values, in kcal per mole: 27.01; 22.53; 130.14; 12.50; 0.00; 0.00; 28.64; 7.92